Entry 1:
The following is a DFT calculation (the ωB97M-V functional and the def2-TZVPD basis) of a structure of composition C6H11NO5.

The geometry in XYZ format:
```
23
Properties=species:S:1:pos:R:3:forces:R:3:mulliken_charge:R:1
C -1.23613 1.45147 -0.24802 -0.4 0.9 -0.7 0.230
C -2.06424 0.27207 -0.71572 -0.1 0.2 -0.3 -0.527
C -3.79958 -1.08412 0.06279 0.0 0.0 0.1 0.115
C 0.29185 -0.17666 1.38360 0.2 -1.1 0.5 -0.769
C 1.62924 0.93884 -0.18835 1.1 -0.1 0.0 -0.413
C 2.47925 -0.21542 -0.63267 0.2 -0.2 0.3 -0.150
H -1.46843 1.85415 0.75566 -0.3 -0.1 0.0 0.349
H -2.60360 0.52180 -1.63562 0.1 0.1 0.1 0.485
H -1.40007 -0.56664 -0.92836 -0.1 0.0 0.0 0.275
H -4.46210 -1.24379 0.92638 0.0 0.0 -0.1 0.360
H -0.75577 -0.44704 1.59340 0.4 0.2 -0.2 0.278
H 0.66367 0.43168 2.21076 0.1 0.0 0.0 0.297
H 0.88074 -1.10680 1.32134 -0.1 0.2 0.2 0.277
H 2.12218 1.45289 0.63913 0.0 0.0 0.1 0.262
H 1.55732 1.63382 -1.01153 -0.2 0.1 -0.1 0.431
H 2.13319 -0.85724 -1.44944 0.1 0.1 0.1 0.430
H 5.04672 -1.58911 -0.06740 -0.1 0.0 -0.1 0.377
N 3.58333 -0.43754 -0.04130 -0.6 0.2 -0.2 -0.337
O -0.38583 1.94601 -0.92997 -3.3 4.9 -4.1 -0.606
O -2.98675 -0.05064 0.32369 -0.2 -0.2 0.1 -0.250
O -3.79513 -1.72990 -0.94522 0.0 0.1 0.1 -0.476
O 0.33016 0.52959 0.16854 3.2 -5.1 3.9 -0.251
O 4.23996 -1.52744 -0.59168 0.2 -0.1 0.0 -0.388
```
Positions in Å, forces in eV/Å.

Output
- highest occupied orbital energy (eV) = -9.6
- LUMO level (eV) = 0.79
- ΔE to the lowest compared entry with this formula, charge and spin (kcal per mole) = 48.22
- calculated total energy (Eh) = -665.99061

=====

Entry 2:
The following is a DFT calculation (the ωB97M-V functional and the def2-TZVPD basis) of the molecule C6H11NOSi.

The geometry in XYZ format:
```
20
Properties=species:S:1:pos:R:3:forces:R:3:mulliken_charge:R:1
C -3.28010 0.45317 0.16967 0.7 0.7 1.2 -0.702
C -3.29429 -0.60820 0.97771 -1.1 -1.1 -0.7 -0.173
C -1.72789 0.27907 0.38086 1.6 -1.3 -1.8 0.721
C 1.80997 1.58799 -1.14219 1.0 0.2 -2.8 -1.056
C 1.15880 -1.42603 -1.24967 0.3 -0.1 1.5 -1.054
C 1.28995 -0.11203 1.60660 -2.5 -1.2 -2.5 -1.189
N -1.86471 -0.84030 1.03324 2.2 1.0 0.1 -0.439
O -0.61777 0.78689 -0.26744 -3.5 -0.6 1.3 -0.352
Si 0.93781 0.18201 -0.28609 1.5 -0.6 0.8 0.425
H -3.86108 1.30772 -0.05955 -0.7 0.3 -0.4 0.340
H -3.94709 -1.39907 1.37741 -0.1 1.0 -0.1 0.357
H 1.39399 2.54898 -0.90214 -0.1 0.5 0.6 0.335
H 2.88956 1.58230 -0.93700 -0.2 0.1 0.4 0.351
H 1.84333 1.67135 -2.33433 -0.5 -0.9 2.4 0.277
H 0.66769 -2.18260 -0.62423 0.1 -0.1 -0.4 0.278
H 0.70181 -1.38329 -2.19371 -1.0 0.1 -1.3 0.383
H 2.17366 -1.77495 -1.48951 0.0 0.4 0.6 0.358
H 2.25366 -0.26910 1.92457 2.3 -0.2 0.6 0.452
H 0.78354 0.61445 2.17121 -0.3 1.4 0.8 0.359
H 0.68916 -1.01834 1.84458 0.5 0.2 -0.3 0.327
```
Positions in Å, forces in eV/Å.

Output
- highest occupied orbital energy (spin up / spin down) (eV) = -8.4 / -8.4
- LUMO level (spin up / spin down) (eV) = 0.10 / 0.10
- ΔE to the lowest compared entry with this formula, charge and spin (kcal per mole) = 14.56
- calculated total energy (Eh) = -654.62983